# 1
{
  "formula": "C5H4O2S",
  "method": "ωB97M-V with the def2-TZVPD basis set",
  "charge": 0,
  "molar_mass_g_mol": 128.2,
  "homo_energy_ev": -10.12,
  "smiles": "CC1=CC(=O)SC1=O",
  "lumo_ev": -1.17,
  "total_energy_ev": -20179.6005,
  "orbital_gap_ev": 9.0,
  "symbols": ["C", "C", "C", "C", "C", "H", "H", "H", "H", "O", "O", "S"],
  "coordinates": [[1.569114, 0.689404, 0.018688], [0.214759, 0.056627, -0.043687], [-0.931530, 0.655689, -0.069266], [-2.105535, -0.159950, 0.043630], [0.200401, -1.449427, 0.017450], [2.275528, 0.040506, -0.522620], [1.983384, 0.817166, 1.023344], [1.566084, 1.643111, -0.481200], [-1.077739, 1.726854, -0.053055], [-3.275860, 0.133190, 0.060222], [1.110595, -2.232731, 0.049277], [-1.529201, -1.920440, -0.042788]],
  "forces_ev_per_a": [[0.476, -0.446, -0.708], [3.407, -0.744, 0.729], [-1.281, 2.166, 0.427], [-1.607, -1.970, -0.875], [-1.273, -0.456, -0.274], [-0.153, 0.206, 0.222], [-0.385, -0.133, 0.003], [-0.024, 0.468, -0.054], [0.153, 0.108, -0.116], [1.347, -0.001, 0.251], [-0.213, 0.919, 0.029], [-0.447, -0.117, 0.367]]
}

# 2
{
  "formula": "C19H29NO5P2SeTi",
  "method": "ωB97M-V with the def2-TZVPD basis set",
  "s2": 2.0059,
  "charge": 0,
  "molar_mass_g_mol": 540.2,
  "homo_energy_ev": [-6.36, -8.78],
  "multiplicity": 3,
  "lumo_ev": [0.15, 0.09],
  "total_energy_ev": -138940.5695,
  "orbital_gap_ev": [6.5, 8.9],
  "symbols": ["Ti", "C", "C", "C", "C", "C", "C", "H", "H", "H", "H", "H", "H", "C", "P", "C", "C", "C", "P", "C", "C", "H", "H", "H", "H", "H", "H", "H", "H", "H", "H", "H", "H", "H", "H", "H", "H", "O", "Se", "O", "O", "O", "O", "H", "H", "N", "C", "C", "C", "C", "C", "C", "C", "H", "H", "H", "H", "H"],
  "coordinates": [[-0.505177, 0.165026, 0.065141], [-0.652359, 2.366349, 1.355631], [-1.945223, 2.413196, 1.888559], [-2.176435, 1.947552, 3.168178], [-1.130687, 1.414779, 3.923021], [0.132305, 1.299743, 3.377871], [0.376848, 1.766770, 2.081116], [-0.463226, 2.804603, 0.383520], [-2.753001, 2.822510, 1.295774], [-3.171105, 2.000479, 3.592154], [-1.312515, 1.080205, 4.937305], [0.940846, 0.882387, 3.965850], [1.380065, 1.749677, 1.673526], [2.481757, -2.304910, -0.539347], [1.510996, -1.544403, 0.806428], [2.833406, -0.952371, 1.926424], [0.888521, -3.013492, 1.730213], [-0.240276, -2.617386, 2.687541], [-1.504566, -1.640216, 1.769371], [-2.283223, -2.949750, 0.743895], [-2.829845, -1.410911, 3.002765], [3.153545, -3.081537, -0.170722], [3.062797, -1.522889, -1.029410], [1.795668, -2.718676, -1.278102], [3.589376, -1.721065, 2.095149], [2.394456, -0.664566, 2.882033], [3.307177, -0.072103, 1.489913], [1.709782, -3.509723, 2.253208], [0.512220, -3.719269, 0.985236], [0.142047, -1.972633, 3.485375], [-0.683069, -3.496905, 3.161941], [-2.765987, -3.703114, 1.367998], [-1.541772, -3.452559, 0.120015], [-3.023823, -2.465854, 0.106399], [-3.217294, -2.371006, 3.346080], [-3.626972, -0.842469, 2.521791], [-2.462335, -0.841123, 3.852532], [-1.241796, 1.509191, -1.501329], [-2.774869, 0.841590, -1.592767], [-3.951813, 1.920000, -1.614744], [-2.700013, -0.027826, -0.157629], [-2.746761, -0.205217, -2.839320], [-0.640323, -1.427771, -1.687118], [-1.282862, -0.988895, -2.316581], [-1.189059, -2.136608, -1.326339], [1.352924, 1.023690, -0.984663], [1.630890, 1.450401, -2.013252], [1.820536, 1.970925, -3.330334], [3.088197, 2.222304, -3.848048], [3.207514, 2.712911, -5.135201], [2.070451, 2.948815, -5.898429], [0.807987, 2.696448, -5.375961], [0.672249, 2.207563, -4.089518], [3.965268, 2.032505, -3.243135], [4.187700, 2.911754, -5.546855], [2.169868, 3.331141, -6.905684], [-0.074613, 2.880124, -5.973160], [-0.294401, 2.002611, -3.644301]],
  "forces_ev_per_a": [[-0.218, -0.566, -0.411], [0.037, -0.039, -0.064], [0.012, -0.006, 0.082], [-0.068, 0.066, -0.019], [0.098, -0.025, -0.007], [-0.022, 0.031, 0.051], [-0.006, 0.083, -0.044], [0.003, 0.028, 0.024], [0.006, -0.005, -0.015], [-0.006, 0.006, -0.021], [-0.003, -0.002, -0.001], [0.004, 0.001, -0.005], [0.013, 0.017, 0.039], [-0.066, 0.050, 0.020], [-0.083, 0.128, -0.035], [-0.048, 0.022, -0.047], [-0.009, 0.015, -0.019], [-0.020, 0.016, 0.027], [-0.042, -0.105, 0.060], [0.034, 0.083, 0.019], [0.026, 0.080, -0.065], [0.015, 0.002, -0.006], [0.020, -0.020, -0.007], [0.010, -0.010, -0.004], [0.003, -0.001, 0.006], [0.021, 0.009, 0.007], [0.012, 0.000, 0.016], [0.005, -0.007, -0.003], [0.020, -0.019, 0.004], [0.009, -0.011, 0.006], [0.001, -0.002, 0.005], [0.010, -0.017, 0.003], [-0.016, -0.027, -0.001], [-0.006, -0.029, -0.007], [0.005, -0.013, -0.008], [-0.013, -0.009, 0.025], [-0.009, -0.005, 0.010], [0.132, 0.077, 0.149], [-0.017, -0.090, 0.213], [-0.120, 0.164, 0.013], [0.103, 0.132, 0.004], [0.077, -0.155, -0.127], [-0.026, 0.116, 0.114], [-0.015, -0.064, -0.020], [0.062, 0.073, -0.076], [0.135, 0.022, 0.147], [-0.043, -0.013, 0.041], [-0.048, 0.085, -0.246], [0.090, -0.046, 0.123], [0.001, 0.024, -0.059], [-0.033, -0.028, 0.069], [0.053, 0.032, -0.082], [-0.070, -0.062, 0.158], [0.004, 0.008, -0.019], [0.004, -0.003, 0.010], [0.001, 0.002, -0.004], [-0.008, -0.002, 0.010], [-0.012, 0.008, -0.030]]
}

# 3
{
  "formula": "C2H6B2",
  "method": "ωB97M-V with the def2-TZVPD basis set",
  "charge": 0,
  "molar_mass_g_mol": 51.7,
  "homo_energy_ev": [-9.22, -8.97],
  "lumo_ev": [-1.08, -0.90],
  "total_energy_ev": -3519.3689,
  "orbital_gap_ev": [8.1, 8.1],
  "symbols": ["B", "B", "C", "C", "H", "H", "H", "H", "H", "H"],
  "coordinates": [[0.287203, 0.584433, 0.121639], [-0.702798, -1.626526, 0.948843], [0.567609, 1.658053, -0.922926], [-0.499374, -0.687576, -0.201800], [1.626954, 1.968921, -0.798021], [0.963052, 0.566892, 1.166647], [0.264741, -1.963029, 1.486047], [-1.803493, -1.688526, 1.145141], [-0.130030, 1.980912, -1.645301], [-0.573865, -0.793553, -1.300268]],
  "forces_ev_per_a": [[0.590, 0.336, 0.340], [1.131, 1.078, -1.598], [1.360, -1.535, 2.389], [1.026, 0.491, -1.288], [-0.995, 0.650, -0.787], [-0.553, 0.189, -0.703], [0.269, -0.672, 0.795], [-1.972, -0.808, 1.131], [-0.158, 0.544, -1.019], [-0.699, -0.274, 0.740]]
}